Record 1
Molecular formula: HN2O3S
Method: DFT, ωB97M-V/def2-TZVPD

Values from the calculation:
- Frontier orbital gap (alpha / beta): 8.2 / 8.2 eV
- Electronic energy: -733.9536 hartree
- Relative energy (zero: lowest compared OMol25 entry of this formula, charge and spin): 102.0 kcal per mole

Geometry as ORCA input:
```
! wB97M-V def2-TZVPD RIJCOSX def2/J DEFGRID3
* xyz -1 1
N 1.37843 -0.29226 0.62011
S -0.04506 -0.54142 -0.02078
O -0.05113 -0.28617 -1.49416
O -0.54330 -1.84749 0.36814
N -1.57987 0.62966 0.08522
O -1.03391 1.76168 0.12493
H 1.87485 0.57600 0.31654
*
```


Record 2
Molecular formula: C59H53N4O5SSbTi
Method: DFT, ωB97M-V/def2-TZVPD

Values from the calculation:
- Frontier orbital gap: 5.4 eV
- Electronic energy: -4363.3774 hartree
- Relative energy (zero: lowest compared OMol25 entry of this formula, charge and spin): 0.0 kcal per mole

Geometry as ORCA input:
```
! wB97M-V def2-TZVPD RIJCOSX def2/J DEFGRID3
* xyz -2 1
Ti -0.45764 1.80138 -0.71391
O -0.56388 -1.76647 -4.98067
C -0.78947 -0.61376 -4.54862
O -0.02782 0.37635 -4.53081
C -2.20656 -0.45449 -3.93334
C -2.43460 -1.13927 -2.55921
C -3.85441 -1.71918 -2.56332
C -4.67347 -0.40241 -2.63876
C -3.57832 0.66134 -2.37510
O -2.60833 -0.06671 -1.61748
C -2.80154 0.95146 -3.67217
C -1.83673 2.12553 -3.48336
O -1.88599 3.08387 -4.22472
O -1.06386 2.09969 -2.41772
H -2.84906 -0.97099 -4.64832
H -1.63496 -1.79527 -2.22644
H -4.03133 -2.39889 -3.39724
H -4.04730 -2.24863 -1.62752
H -5.14905 -0.25252 -3.61038
H -5.44976 -0.35806 -1.87254
H -3.91883 1.52891 -1.82100
H -3.46287 1.26260 -4.48056
C 3.31148 1.89014 -3.16924
C 4.15186 2.74678 -2.47883
C 3.64455 3.50404 -1.43789
C 2.30370 3.35157 -1.08712
N 1.53807 2.44177 -1.68655
C 2.00334 1.75539 -2.73732
C 1.58489 4.15874 -0.07446
C 2.15990 5.31458 0.45769
C 1.44224 6.10214 1.34301
C 0.14670 5.72614 1.67628
C -0.40556 4.57270 1.13557
C 0.28248 3.73871 0.24296
H 3.65443 1.30056 -4.00860
H 5.19709 2.83067 -2.75462
H 4.27529 4.20046 -0.90329
H 1.28795 1.11093 -3.24539
H 3.15732 5.61868 0.16049
H 1.87908 7.00781 1.74916
H -0.43572 6.33349 2.36264
H -1.41784 4.31170 1.42539
C -1.47243 0.30759 6.27848
C -2.57661 -0.45358 5.60030
C -3.61096 -1.03324 6.32581
C -4.64039 -1.72235 5.70201
C -4.62816 -1.86063 4.32352
C -3.59229 -1.31662 3.57986
C -2.57752 -0.59186 4.20473
N -1.51901 -0.04575 3.47212
C -1.56267 0.71531 2.29670
N -2.82318 1.03761 1.89781
C -3.23670 2.05047 0.99309
C -2.40661 2.54484 -0.00545
C -2.93655 3.61125 -0.75054
C -4.21414 4.10752 -0.56229
C -5.03457 3.52644 0.39698
C -4.56092 2.49519 1.19000
C -5.45954 1.87447 2.22961
N -0.48382 1.04837 1.68362
C 0.73309 0.58969 2.27941
C 1.09669 -0.75300 2.12927
C 2.29645 -1.23164 2.62476
C 3.15423 -0.36301 3.29014
C 2.77184 0.95061 3.49118
C 1.55389 1.44919 3.01787
C 1.14574 2.85252 3.36317
H -1.69621 0.45343 7.33507
H -1.32468 1.28442 5.81291
H -0.51509 -0.21829 6.21154
H -3.61134 -0.92355 7.40501
H -5.44171 -2.15156 6.29015
H -5.41245 -2.40997 3.81802
H -3.54879 -1.45693 2.50658
H -0.59684 -0.10835 3.87347
H -3.52466 0.78984 2.57129
H -2.32416 4.04578 -1.53327
H -4.58192 4.92097 -1.17791
H -6.05411 3.87369 0.53635
H -6.45609 2.31372 2.17862
H -5.09070 2.02446 3.25219
H -5.57363 0.79402 2.08713
H 0.42569 -1.40377 1.58838
H 2.56249 -2.26826 2.45632
H 4.11158 -0.71331 3.65907
H 3.42156 1.62226 4.04449
H 1.68788 3.59698 2.77638
H 1.34662 3.04746 4.42106
H 0.08890 3.01585 3.17268
S 0.46189 -0.15543 -0.81871
Sb 1.80798 -2.13326 -2.49760
C 3.78440 -1.42836 -1.94592
C 3.88450 -0.65003 -0.78697
C 5.10091 -0.11319 -0.38520
C 6.24913 -0.33970 -1.13256
C 6.16811 -1.10894 -2.28523
C 4.94686 -1.64551 -2.68475
C 2.46535 -3.99148 -3.55738
C 1.80967 -5.18498 -3.24479
C 2.02417 -6.35813 -3.95837
C 2.91678 -6.37818 -5.02165
C 3.56745 -5.20274 -5.37087
C 3.33105 -4.03445 -4.65383
C 1.64574 -3.31979 -0.67862
C 0.41034 -3.56934 -0.08422
C 0.29340 -4.41298 1.01587
C 1.42046 -5.02453 1.54963
C 2.66093 -4.78542 0.97034
C 2.76672 -3.94544 -0.13298
H 2.99152 -0.44715 -0.20408
H 5.13966 0.49151 0.51497
H 7.19826 0.08083 -0.81889
H 7.05584 -1.29652 -2.88006
H 4.92096 -2.23322 -3.58938
H 1.11326 -5.21433 -2.41211
H 1.49001 -7.26052 -3.67935
H 3.08849 -7.29168 -5.57941
H 4.25085 -5.18767 -6.21349
H 3.81834 -3.13243 -5.00399
H -0.47524 -3.07279 -0.46693
H -0.68178 -4.58317 1.45893
H 1.33329 -5.67667 2.41124
H 3.55217 -5.25293 1.37473
H 3.74482 -3.78114 -0.57264
*
```


Record 3
Molecular formula: C16H40ClN2O2
Method: DFT, ωB97M-V/def2-TZVPD

Values from the calculation:
- Frontier orbital gap: 7.4 eV
- Electronic energy: -1353.5047 hartree
- Relative energy (zero: lowest compared OMol25 entry of this formula, charge and spin): 12.4 kcal per mole

Geometry as ORCA input:
```
! wB97M-V def2-TZVPD RIJCOSX def2/J DEFGRID3
* xyz 1 1
C -0.06352 2.87891 16.54775
C 0.23096 2.93498 15.08285
N -0.57634 3.96907 14.29365
C -2.00552 3.56484 14.22864
C -0.48394 5.30453 14.98057
C 0.88828 5.87074 15.21594
C 0.06856 4.04192 12.93329
C -0.67132 4.81335 11.85259
O -1.79719 4.10030 11.42003
C -2.77383 4.91243 10.79574
H 0.60012 2.13402 17.00054
H -1.03997 2.47937 16.83416
H 0.08713 3.83776 17.03484
H 0.00678 1.99335 14.58021
H 1.27462 3.18811 14.91868
H -2.24871 3.07916 15.16872
H -2.08974 2.80498 13.45510
H -2.59830 4.43383 13.97284
H -1.14109 5.28709 15.84644
H -1.00570 6.01047 14.32258
H 1.46213 6.11061 14.32205
H 1.55475 5.28807 15.85453
H 0.75366 6.82150 15.73702
H 0.16307 2.99552 12.63872
H 1.06202 4.46075 13.04582
H 0.07280 4.85011 11.04331
H -0.90442 5.83532 12.16759
H -3.43554 4.27684 10.21098
H -2.34218 5.63534 10.09780
H -3.37794 5.44088 11.54208
C 0.04215 -4.22065 15.72112
C -0.29529 -3.22456 16.80860
N -1.49126 -2.31540 16.51807
C -1.05208 -1.32349 15.49217
C -2.63654 -3.12026 15.93796
C -3.05628 -4.29028 16.76518
C -1.94848 -1.58144 17.76847
C -3.36322 -1.04681 17.75780
O -3.46472 -0.00235 16.79676
C -4.80441 0.32702 16.51374
H -0.59630 -5.09579 15.67343
H 1.08364 -4.48709 15.90660
H 0.06394 -3.79220 14.71675
H 0.49056 -2.47956 16.90769
H -0.52140 -3.69320 17.76174
H -1.91365 -0.72758 15.21510
H -0.60996 -1.86480 14.66264
H -0.28065 -0.71073 15.97113
H -2.28966 -3.38080 14.93716
H -3.44483 -2.41655 15.75869
H -3.92380 -4.74227 16.28484
H -3.38602 -3.96302 17.75639
H -2.30131 -5.04318 16.95824
H -1.22207 -0.77728 17.93436
H -1.75266 -2.24991 18.60721
H -3.46835 -0.58401 18.74607
H -4.12050 -1.81082 17.58667
H -5.34726 0.72741 17.37327
H -5.34606 -0.54428 16.12197
H -4.79675 1.06952 15.71611
Cl 1.59481 -0.19586 18.07650
*
```


Record 4
Molecular formula: C4H7NS
Method: DFT, ωB97M-V/def2-TZVPD

Values from the calculation:
- Frontier orbital gap: 8.8 eV
- Electronic energy: -609.4325 hartree
- Relative energy (zero: lowest compared OMol25 entry of this formula, charge and spin): 79.0 kcal per mole

Geometry as ORCA input:
```
! wB97M-V def2-TZVPD RIJCOSX def2/J DEFGRID3
* xyz 0 1
C 2.75884 -0.33270 0.39570
C 1.48294 0.24710 -0.39773
C 0.31788 1.25372 0.02518
C -0.69056 0.00335 -0.09725
S -2.37426 -0.13121 0.10686
N 0.36244 -0.80457 -0.23430
H 3.73162 0.30903 -0.09674
H 3.05098 -1.37692 -0.04771
H 2.53227 -0.30074 1.39526
H 1.55440 0.37765 -1.48329
H 0.45900 2.43513 -0.34391
H 0.59157 1.19094 1.18995
H 0.31663 -1.93247 -0.23861
*
```


Record 5
Molecular formula: C28H32F8NO24PS
Method: DFT, ωB97M-V/def2-TZVPD

Values from the calculation:
- Frontier orbital gap: 8.2 eV
- Electronic energy: -4485.1741 hartree

Geometry as ORCA input:
```
! wB97M-V def2-TZVPD RIJCOSX def2/J DEFGRID3
* xyz 0 1
O -0.91686 0.40422 -1.39258
C -0.22323 1.02463 -0.63711
O 1.10035 1.25496 -0.83747
C 1.52320 2.12819 0.20246
C 0.50535 1.87458 1.26459
F 0.28221 2.99154 1.99565
O -0.66317 1.57615 0.52702
H 1.50713 3.15901 -0.15953
H 2.53556 1.88776 0.52858
H 0.74403 1.03831 1.92814
O -3.94811 -3.02496 1.45080
C -3.73275 -2.84019 0.28785
O -2.76808 -3.48873 -0.42221
C -2.92299 -3.09176 -1.77812
C -3.62844 -1.78045 -1.64666
F -4.45465 -1.56467 -2.69998
O -4.41639 -1.95139 -0.48493
H -3.51808 -3.83961 -2.31013
H -1.95533 -2.99657 -2.27318
H -2.96237 -0.92256 -1.51595
O -7.45382 -8.20434 2.55717
C -6.60906 -7.44656 2.18048
O -5.70850 -6.83608 3.00078
C -4.80431 -6.13059 2.15885
C -5.61166 -5.93041 0.91745
F -4.82060 -5.92754 -0.18473
O -6.43350 -7.08090 0.87863
H -3.91409 -6.74261 1.98925
H -4.49969 -5.18778 2.61287
H -6.23598 -5.03221 0.92661
O 4.25984 3.91175 0.68861
C 4.23572 4.46893 -0.37410
O 5.00170 5.55082 -0.68197
C 4.78331 5.82828 -2.05838
C 3.44415 5.20796 -2.30035
F 3.34486 4.74536 -3.56931
O 3.43569 4.10376 -1.41670
H 5.57594 5.36525 -2.65268
H 4.78532 6.90247 -2.24730
H 2.59695 5.86307 -2.07755
O -3.39084 -4.51575 4.63058
C -4.37767 -4.02856 5.09649
O -4.72852 -4.12008 6.41013
C -5.88000 -3.30586 6.58218
C -6.44399 -3.25335 5.19769
F -7.06739 -2.07211 4.96996
O -5.29437 -3.32093 4.37872
H -5.57740 -2.32196 6.95145
H -6.57245 -3.75129 7.29770
H -7.11758 -4.08028 4.95450
O 3.83719 -0.39064 -0.71979
C 3.62471 -1.54888 -0.51290
O 4.58046 -2.44556 -0.14120
C 3.90958 -3.66740 0.13217
C 2.65213 -3.52643 -0.66529
F 1.62144 -4.16822 -0.06562
O 2.39887 -2.13583 -0.62758
H 3.72063 -3.74614 1.20640
H 4.50884 -4.52292 -0.18210
H 2.73905 -3.85587 -1.70482
O 0.32659 5.62655 -0.10691
C -0.77998 5.81116 0.31263
O -1.73718 4.84383 0.39767
C -2.84771 5.42997 1.06398
C -2.64495 6.88821 0.80311
F -3.11047 7.63650 1.83104
O -1.23863 7.01424 0.75525
H -2.80472 5.18140 2.12799
H -3.78952 5.06116 0.65572
H -3.07759 7.24153 -0.13733
O 9.53449 2.57887 4.25549
C 8.84378 2.98055 3.36699
O 7.68957 3.68092 3.55197
C 7.24672 4.08410 2.26243
C 7.90067 3.07863 1.37008
F 8.19851 3.61883 0.16236
O 9.10915 2.78811 2.04348
H 7.58462 5.10566 2.06606
H 6.15873 4.05567 2.19404
H 7.32594 2.15828 1.23197
C 0.94846 -1.36121 -3.58062
C -0.37175 -0.88324 -4.38858
C -0.10193 0.58627 -4.96819
P 0.56361 0.63040 -6.74017
N 1.79902 -0.61504 -7.02413
C 1.25044 -1.78252 -7.18866
S 0.87073 -3.37941 -6.85583
H 1.07170 -2.49221 -3.54013
H 1.83506 -0.82925 -4.05885
H 0.84039 -0.96418 -2.50718
H -0.69234 -1.60770 -5.20555
H -1.21550 -0.83916 -3.60313
H 0.57277 1.17727 -4.26110
H -1.12921 1.11389 -5.00188
H 1.26824 1.89292 -6.84756
*
```


Record 6
Molecular formula: C4H11N3
Method: DFT, ωB97M-V/def2-TZVPD

Values from the calculation:
- Frontier orbital gap: 8.5 eV
- Electronic energy: -323.1902 hartree
- Relative energy (zero: lowest compared OMol25 entry of this formula, charge and spin): 73.0 kcal per mole

Geometry as ORCA input:
```
! wB97M-V def2-TZVPD RIJCOSX def2/J DEFGRID3
* xyz 0 1
C 1.51928 0.32353 -1.10038
C 0.63529 -0.05530 -0.16539
N 0.91293 -0.47536 1.11963
N 2.27932 -0.21920 1.58689
N -0.77712 -0.04147 -0.48052
C -1.41737 1.17683 -0.98117
C -1.71233 -0.98423 0.13080
H 1.19511 0.64434 -2.08138
H 2.58120 0.35678 -0.89876
H 0.19189 -0.13395 1.75645
H 2.91092 -0.82609 1.05852
H 2.36732 -0.55907 2.54694
H -2.34615 0.93884 -1.51243
H -1.66149 1.84905 -0.15062
H -0.78802 1.71988 -1.69205
H -1.24175 -1.96088 0.28529
H -2.58066 -1.14632 -0.51793
H -2.06836 -0.60739 1.09610
*
```


Repeat the sixth record exactly.
Molecular formula: C4H11N3
Method: DFT, ωB97M-V/def2-TZVPD

Values from the calculation:
- Frontier orbital gap: 8.5 eV
- Electronic energy: -323.1902 hartree
- Relative energy (zero: lowest compared OMol25 entry of this formula, charge and spin): 73.0 kcal per mole

Geometry as ORCA input:
```
! wB97M-V def2-TZVPD RIJCOSX def2/J DEFGRID3
* xyz 0 1
C 1.51928 0.32353 -1.10038
C 0.63529 -0.05530 -0.16539
N 0.91293 -0.47536 1.11963
N 2.27932 -0.21920 1.58689
N -0.77712 -0.04147 -0.48052
C -1.41737 1.17683 -0.98117
C -1.71233 -0.98423 0.13080
H 1.19511 0.64434 -2.08138
H 2.58120 0.35678 -0.89876
H 0.19189 -0.13395 1.75645
H 2.91092 -0.82609 1.05852
H 2.36732 -0.55907 2.54694
H -2.34615 0.93884 -1.51243
H -1.66149 1.84905 -0.15062
H -0.78802 1.71988 -1.69205
H -1.24175 -1.96088 0.28529
H -2.58066 -1.14632 -0.51793
H -2.06836 -0.60739 1.09610
*
```


Q: electronic energy of number 6 (C4H11N3)?
A: -323.1902 hartree